[1]
{
  "formula": "C47H68CaN4O3P2",
  "method": "wB97M-V/def2-TZVPD",
  "symbols": ["H", "H", "H", "C", "C", "H", "H", "C", "H", "C", "H", "C", "C", "H", "H", "C", "H", "C", "C", "C", "C", "O", "H", "C", "H", "H", "H", "H", "C", "C", "H", "H", "H", "C", "O", "N", "C", "N", "H", "C", "C", "P", "H", "O", "C", "H", "H", "C", "H", "H", "C", "H", "P", "C", "N", "H", "H", "C", "H", "H", "H", "C", "H", "H", "C", "H", "H", "H", "H", "H", "H", "H", "C", "H", "C", "N", "C", "C", "H", "H", "H", "H", "H", "C", "C", "C", "H", "C", "H", "H", "H", "H", "H", "C", "H", "H", "C", "C", "H", "C", "H", "C", "H", "H", "C", "Ca", "C", "H", "C", "H", "H", "H", "H", "H", "H", "C", "H", "C", "H", "C", "C", "C", "H", "C", "H"],
  "coordinates": [[4.74130, -3.04341, -0.76424], [-1.71653, 4.10942, 4.72828], [-5.07607, -0.17664, -0.32177], [-1.76336, -3.63032, -5.83346], [3.10627, -2.29252, -4.48718], [-4.88339, 1.92424, 2.13813], [-2.57706, 5.23140, 3.58719], [5.47005, 0.46634, 1.03609], [3.89288, -1.56876, -4.67289], [3.57913, -0.87721, 0.28905], [5.32548, 0.25526, -1.89598], [-0.91613, 4.24898, 2.58350], [-2.03060, 4.25137, 3.64740], [-3.68848, -0.15667, 4.73388], [4.07887, -1.43879, 3.57012], [-2.95773, 0.32627, -0.08831], [-0.70957, -3.87112, -1.32373], [-5.79890, 1.36444, -2.30652], [4.57255, 0.78369, -1.25389], [1.85042, 3.34285, -1.45909], [-3.45904, 2.34777, -1.90345], [0.01163, -3.63140, -0.70429], [2.18957, -2.56913, 2.91670], [1.16410, 2.37187, 3.92532], [2.09315, 0.40155, 4.18535], [-6.43596, 0.91192, -1.57341], [-2.55156, -3.64096, 2.17189], [4.27551, 4.79515, 0.34911], [-4.00222, -2.23038, 1.24722], [-2.95866, -0.17152, 3.93395], [1.69009, -4.36440, -2.85886], [0.39065, -5.55139, -3.06887], [-4.93091, -1.85164, 1.61479], [0.30703, 1.89832, -0.16461], [-3.74335, -1.98015, -3.31063], [1.13996, -1.88482, -3.19514], [-3.62547, -3.44604, 2.06957], [2.71685, -1.29388, -0.75213], [3.54683, 0.73801, -1.69332], [4.52226, 0.11326, 0.06787], [1.13651, 0.85977, 4.41303], [-2.71696, -0.76019, 1.29874], [-4.93270, -3.55233, -0.21584], [2.21194, -2.32443, 5.28722], [4.46285, -2.72013, -1.78407], [5.24105, -2.01174, -2.20083], [5.82509, 0.37500, 3.22986], [0.10427, 5.40458, 2.76083], [-6.24216, 2.31334, -2.57489], [-5.64186, 0.68362, -3.15972], [-3.38745, 0.45242, 2.58653], [3.54403, -3.30066, -4.68298], [-0.14566, 2.55177, 2.63847], [-1.87812, 1.14580, -0.50119], [-0.56479, 0.78241, -0.13749], [4.36438, -3.60458, -2.41933], [0.38159, 0.29012, 3.88112], [-2.18332, 2.12997, -1.42384], [-4.71881, -1.94318, -0.90612], [-2.15833, 0.44581, 4.27480], [-2.72485, -4.04979, -6.18290], [2.67012, -2.70794, 1.90398], [-4.11293, -4.27356, 1.52813], [-0.12020, -4.14674, 0.15864], [1.04527, -4.82873, -3.59198], [6.37307, 1.05521, 0.80598], [-5.52814, 0.29942, 1.95679], [2.58515, -3.19032, 5.53078], [0.62843, 1.77344, -2.35919], [-5.29509, 0.99756, 3.54347], [1.70764, 4.36200, 4.60070], [-0.99655, 0.33462, -5.37283], [1.78837, 3.56256, 0.93278], [1.83819, -2.07062, 6.13350], [0.17440, -3.86204, -4.29852], [-1.66088, -1.97298, -2.15434], [-4.21610, 0.41534, -0.69504], [-0.90831, -4.40845, -5.00841], [2.31954, 3.68402, -2.37999], [0.84446, 0.81981, 5.46024], [1.83909, -2.97815, 1.25425], [3.84693, 5.03344, -1.28321], [-3.34828, -3.05282, -0.73227], [1.20664, 3.49224, 5.00576], [-2.69499, -1.97978, -2.75718], [-0.41552, -1.70283, -5.21818], [2.33317, -2.00085, -5.24265], [0.90775, 2.34866, -1.41096], [2.09819, 2.48312, 3.37263], [-2.62739, -1.23211, 3.83266], [-1.39164, 4.37231, 1.60876], [-2.69416, 1.28730, 2.29423], [-3.76435, 3.14561, -2.53521], [3.43410, 5.02214, -0.32129], [1.15865, 5.16668, 3.02700], [-1.11868, -5.45522, -4.85126], [3.16557, -1.95760, -1.84740], [3.43455, -1.45552, 1.56993], [0.32736, -0.03857, -6.45754], [-1.48820, -2.27107, -5.91044], [0.26133, 3.88560, 5.42428], [4.27549, -1.01107, 2.59411], [5.01890, 1.82971, -1.23827], [-2.66369, 3.39721, 3.38514], [-4.48532, 1.45418, -1.55272], [0.12256, -1.16438, -1.12162], [0.38541, -2.48699, -4.28802], [1.82653, 3.15178, 5.84163], [2.31985, 4.01039, -0.30257], [1.67727, -5.40024, -4.27348], [-1.44793, 2.85095, -1.78426], [-4.00757, -3.43851, 3.09172], [0.63270, 0.11018, -4.67546], [3.00591, 6.01348, -0.02995], [2.28517, 3.96416, 1.81028], [-4.23419, -2.66784, -0.24194], [-1.96363, -1.63454, -6.59881], [-4.88701, 0.87790, 2.52596], [0.27027, 5.87375, 1.78124], [5.26967, -0.04140, 2.36617], [-0.06973, -0.21440, -5.47020], [0.72277, 2.66155, 1.04150], [3.35957, -3.61603, 2.04397], [2.43203, -2.09891, -3.12890], [-0.26797, 6.24532, 3.36283]],
  "relative_energy_kcal_mol": 32.4,
  "e_homo_ev": -6.09,
  "gap_ev": 4.649,
  "energy_ev": -98960.7182,
  "spin_multiplicity": 1
}

---

[2]
{
  "formula": "C3H9BrSi",
  "method": "wB97M-V/def2-TZVPD",
  "symbols": ["H", "H", "H", "H", "H", "C", "H", "Br", "H", "H", "Si", "H", "C", "C"],
  "coordinates": [[-1.15990, 0.19795, -1.56408], [-1.26115, -1.03391, 0.08153], [1.62626, 0.40298, 1.53202], [-1.15692, -0.35855, 2.34002], [-0.34887, 1.47267, -2.43054], [-0.22410, 0.55983, -1.72360], [0.14772, 1.93085, 0.11901], [2.27554, 2.08735, -1.04409], [0.27420, -0.24327, -2.14512], [1.89312, -0.69303, 0.19099], [-0.41297, -0.87265, 1.25187], [0.14135, -2.11487, 1.66965], [1.18139, 0.06315, 0.67854], [0.73671, 1.18073, -0.21815]],
  "relative_energy_kcal_mol": 43.3,
  "e_homo_ev": -9.77,
  "gap_ev": 10.683,
  "energy_ev": -81174.8599,
  "spin_multiplicity": 1
}

---

[3]
{
  "formula": "C9H27N3O7",
  "method": "wB97M-V/def2-TZVPD",
  "symbols": ["H", "H", "C", "H", "O", "H", "H", "C", "H", "C", "H", "H", "C", "O", "H", "N", "C", "O", "H", "H", "N", "O", "O", "C", "H", "H", "H", "H", "H", "C", "H", "H", "H", "C", "H", "H", "N", "H", "O", "H", "H", "C", "H", "H", "H", "O"],
  "coordinates": [[-0.08705, -3.71490, -3.54529], [-0.44278, -2.21490, -4.26519], [0.79364, -0.76977, -0.43206], [-0.18597, -5.18250, 0.23419], [0.37783, 3.66279, 5.03348], [1.06766, -0.27872, -1.37765], [0.76906, 1.12369, 1.86774], [2.88852, 0.34248, 3.30868], [-2.72942, -1.13374, 0.27261], [-0.32687, 3.38350, -1.04526], [-0.02260, -0.12382, -0.06470], [0.87305, -5.29065, -1.03639], [0.89897, 3.02643, 4.19042], [0.44872, 2.92924, 2.90871], [1.63980, 2.47313, 1.26209], [0.65841, -4.78608, -0.17654], [-1.58395, 2.88084, -1.71290], [2.01694, 2.31362, 4.34953], [1.62563, -0.65503, 0.26651], [3.03941, -0.26301, 2.41550], [-2.37592, -2.07799, 0.04969], [-3.56381, 0.30888, -0.53048], [-2.30936, 2.16794, -0.65728], [-2.76813, 1.01689, -1.11067], [3.84837, 0.32482, 3.83412], [1.47065, -4.91494, 0.43729], [-0.29912, 1.46270, -2.72349], [-0.01459, -2.19381, -2.65557], [-2.75601, -2.32858, -0.85973], [2.48354, 1.79914, 3.11001], [3.35313, 2.37484, 2.79554], [-1.45334, -2.81960, -3.18274], [0.06116, 2.69509, -0.29869], [1.27275, 2.03636, 2.19549], [-2.73491, -2.77862, 0.69748], [-1.32662, -2.00403, -0.04181], [-0.45564, -2.77952, -3.40499], [-2.26949, 3.64879, -2.06124], [0.38361, -2.09761, -0.66686], [0.47683, 3.56695, -1.76537], [0.56862, -3.73990, -0.32662], [-1.35333, 1.74384, -2.73829], [-0.44810, 4.35697, -0.57073], [2.25005, -0.18901, 4.01696], [-1.60363, 2.02821, -3.75709], [-2.15572, 0.66954, -2.23840]],
  "relative_energy_kcal_mol": 0.0,
  "e_homo_ev": -14.52,
  "total_charge": 2,
  "gap_ev": 7.301,
  "energy_ev": -28557.8735,
  "spin_multiplicity": 1
}

---

[4]
{
  "formula": "C20H21N3O2S",
  "method": "wB97M-V/def2-TZVPD",
  "symbols": ["H", "C", "C", "H", "H", "C", "H", "C", "N", "C", "H", "H", "C", "C", "H", "H", "S", "H", "C", "H", "O", "C", "H", "C", "H", "H", "N", "C", "N", "C", "H", "C", "C", "H", "C", "H", "H", "C", "H", "C", "H", "H", "H", "C", "O", "C", "C"],
  "coordinates": [[-5.72112, 0.62183, 0.12942], [5.52594, 1.09016, 2.56975], [-5.59469, -0.31785, -0.40256], [-3.11326, 1.49460, 2.12607], [6.47409, 2.96442, -0.11203], [4.56488, 0.16891, 2.92845], [-2.42678, -1.77584, -5.14271], [5.51741, 1.67139, 1.30457], [-0.60411, 0.67879, 0.89982], [3.58291, -0.21927, 2.01617], [-2.67163, 2.20570, -0.05662], [-5.45405, -1.11853, 0.32525], [-1.70932, 0.13655, 1.28568], [-4.42558, -0.23031, -1.33803], [6.29087, 1.37244, 3.27874], [-5.22715, -1.67746, -2.67746], [0.52524, -2.86918, 1.66292], [7.55619, 2.28003, 1.10958], [2.58115, -1.21270, 2.45495], [2.75891, 0.14410, 0.06853], [2.11595, -1.23144, 3.56752], [-3.35784, 0.63914, -1.09367], [-1.51803, 0.04534, -3.87458], [6.55890, 2.68013, 0.93346], [-3.66833, -2.80241, -4.41010], [4.56579, -0.27403, 3.91329], [0.35813, -0.26420, 0.96328], [-2.33173, -0.04113, -3.16879], [-3.34871, 1.45776, 0.06477], [-3.39589, -1.77618, -4.64991], [6.44874, 3.57475, 1.54566], [3.55908, 0.37019, 0.75515], [4.51405, 1.30929, 0.41394], [2.35450, -1.94355, 0.40505], [-0.22069, -1.34523, 1.39053], [2.87039, -3.15411, 1.60548], [-1.51012, 1.41302, -1.83277], [-3.06117, 0.76688, 1.31033], [-6.50325, -0.53651, -0.95956], [-4.40277, -1.00312, -2.48895], [-3.79885, -0.01726, 1.48525], [4.47737, 1.77211, -0.56168], [-4.13625, -1.38972, -5.35086], [-3.36758, -0.93136, -3.41160], [-1.53784, -1.17170, 1.61168], [-2.32762, 0.73092, -2.02290], [2.23383, -2.28536, 1.42948]],
  "relative_energy_kcal_mol": 61.8,
  "e_homo_ev": -8.27,
  "gap_ev": 8.761,
  "energy_ev": -40481.0194,
  "spin_multiplicity": 1
}